1.
# C2H13N2O3

A 4-piece molecular cluster, C2H13N2O3 overall (the ωB97M-V functional and the def2-TZVPD basis, OMol25).

```
20
Properties=species:S:1:pos:R:3:forces:R:3
C 3.653250 0.649520 -0.050087 0.12 0.41 -0.55
N 0.023369 0.847848 -0.486412 -0.05 0.56 0.20
C 1.234821 0.474566 -0.182826 -0.23 -0.65 0.09
N 2.319678 1.184528 -0.333521 0.26 -0.03 0.12
H 4.117473 1.116555 0.810220 -0.13 0.06 0.19
H 3.597647 -0.417546 0.073723 -0.09 -0.35 0.19
H 4.268224 0.845433 -0.923302 0.17 -0.03 -0.02
H -0.143908 1.814564 -0.729956 -0.11 -0.10 -0.20
H -0.805340 0.229409 -0.369740 0.26 -0.08 -0.05
H 1.350967 -0.529841 0.223622 -0.07 0.08 -0.07
H 2.274454 2.091015 -0.773660 -0.07 0.11 0.07
H -2.929040 -0.640487 0.088932 -0.25 -0.04 -0.28
H -2.076517 -1.705398 -0.703632 -0.15 0.25 0.24
O -2.146642 -0.771401 -0.463724 0.20 -0.13 -0.01
H -5.191153 1.187893 0.294882 0.08 -0.12 0.15
H -5.248842 0.426304 -1.004118 0.12 -0.18 -0.02
O -4.812214 0.417104 -0.144346 -0.12 0.25 -0.03
H 0.461236 -3.100103 1.317970 0.02 0.06 0.01
H -0.217810 -1.964097 2.081768 -0.01 -0.02 0.01
O 0.270352 -2.155870 1.274208 0.05 -0.04 -0.04
```
Positions in Å, forces in eV/Å.

Output
Total charge: +1


2.
# C2H13N5

A 2-piece molecular cluster, C2H13N5 overall (the ωB97M-V functional and the def2-TZVPD basis, OMol25).

```
20
Properties=species:S:1:pos:R:3:forces:R:3
C 2.045070 1.360193 0.127364 -0.02 -0.23 0.30
C 1.317261 0.374062 1.034380 0.28 -0.24 -0.23
N 1.287641 -0.953872 0.347169 0.31 0.15 0.36
N -0.015210 0.852481 1.275590 -0.95 0.00 -0.86
H 3.095542 1.094181 0.028510 0.10 0.00 -0.07
H 1.968754 2.357116 0.551128 0.04 0.07 0.01
H 1.585598 1.361086 -0.858897 -0.06 0.02 -0.10
H 1.839449 0.302310 2.004540 -0.14 0.05 -0.26
H 2.211798 -1.210772 0.016285 0.01 -0.04 0.06
H 0.986856 -1.676302 0.995174 0.09 0.04 -0.02
H -0.504957 0.233465 1.913743 -0.01 0.07 0.03
H -0.542334 0.830828 0.361973 0.63 0.13 1.20
N -3.153136 -0.576072 -0.523226 -0.23 0.01 0.15
N -2.029453 -1.234811 -1.068461 0.34 0.17 -0.01
N -0.957222 -0.306069 -1.379648 0.38 -0.32 0.09
H -3.642516 -0.113893 -1.284906 0.13 -0.11 0.19
H -2.891274 0.138029 0.160911 0.08 -0.08 -0.27
H -1.698319 -1.887065 -0.357727 -0.06 0.27 -0.25
H -0.059372 -0.636589 -0.954834 -0.85 0.11 -0.40
H -0.844177 -0.308305 -2.389069 -0.06 -0.07 0.08
```
Positions in Å, forces in eV/Å.

Output
SMILES: CC(N)N.NNN
Total charge: 0


3.
# C2H13NO3

A 4-piece molecular cluster, C2H13NO3 overall (the ωB97M-V functional and the def2-TZVPD basis, OMol25).

```
19
Properties=species:S:1:pos:R:3:forces:R:3
C 0.722667 -1.192311 -2.832363 0.50 0.59 0.29
C -0.389287 -1.225186 -1.789363 0.59 -0.22 0.21
N 0.050428 -1.121408 -0.403416 -0.25 -1.59 2.09
H 1.601805 -0.658316 -2.474417 -0.12 0.35 0.30
H 1.137206 -2.171758 -3.044156 -0.36 -0.29 -0.31
H 0.423882 -0.655765 -3.720652 -0.16 -0.25 -0.51
H -1.205906 -0.519381 -1.942946 0.31 0.36 -0.32
H -0.878795 -2.199343 -1.852875 -0.06 0.08 0.07
H 0.205109 -2.037833 0.017534 -0.61 0.09 -0.31
H 0.799342 -0.634065 0.071053 0.42 0.98 -1.55
O 0.110797 0.321516 3.682093 0.55 -0.10 -0.10
H -0.161799 0.837647 2.914627 -0.51 -0.13 0.17
H -0.421577 0.582613 4.436148 -0.19 0.17 -0.18
O 1.078885 3.064818 1.579893 -0.02 -0.03 -0.05
H 0.437235 2.507397 1.126457 -0.05 -0.01 0.08
H 1.100989 2.738946 2.485716 0.03 -0.03 -0.01
O -1.652209 0.715579 0.914941 0.14 0.43 0.52
H -1.010364 0.160916 0.416939 -0.48 -0.01 -0.23
H -1.948409 1.485933 0.414785 0.26 -0.40 -0.17
```
Positions in Å, forces in eV/Å.

Output
SMILES: CCN.O.O.O
Total charge: 0


4.
# C2H13NO3S

A 4-piece molecular cluster, C2H13NO3S overall (the ωB97M-V functional and the def2-TZVPD basis, OMol25).

```
20
Properties=species:S:1:pos:R:3:forces:R:3
N -0.794823 -1.379482 -0.124639 -0.16 -0.71 -0.25
C 0.113351 -0.241791 -0.184656 0.06 -0.07 -0.90
C -0.323002 0.786690 -1.249499 0.46 0.07 0.38
S 0.039235 2.504663 -0.712868 -0.45 -0.11 -0.22
H -0.377570 -2.144398 0.404139 -0.06 0.38 0.36
H -0.907295 -1.827698 -1.032838 0.12 0.31 -0.09
H 0.160717 0.225612 0.787591 -0.04 0.05 0.23
H 1.126410 -0.529473 -0.490351 0.15 -0.05 0.39
H -1.356422 0.676084 -1.570629 -0.13 0.17 0.25
H 0.292946 0.649380 -2.138125 -0.09 0.09 -0.08
H -1.069281 2.690857 0.035670 0.24 -0.11 -0.11
O 2.032407 -1.342481 2.513151 0.44 -0.04 -0.18
H 1.819318 -0.417954 2.371730 -0.53 0.41 0.16
H 2.995001 -1.299348 2.540049 0.00 -0.37 0.11
O -3.061457 -1.543877 -2.705747 0.33 -0.34 -0.76
H -2.412637 -1.140070 -2.126384 -0.47 0.14 0.38
H -3.944796 -1.423303 -2.359729 0.05 0.21 0.41
O 1.833459 1.698837 2.311162 0.48 -1.02 0.53
H 1.373281 2.507984 2.132911 -0.29 0.56 -0.43
H 2.461160 1.549768 1.599063 -0.10 0.40 -0.19
```
Positions in Å, forces in eV/Å.

Output
SMILES: NCCS.O.O.O
Total charge: 0


| no. | E_tot (Ha) | HOMO-LUMO gap (eV) |
| --- | --- | --- |
| 1 | -419.0284 | 11.91 |
| 2 | -357.7085 | 9.50 |
| 3 | -364.4422 | 10.42 |
| 4 | -762.6350 | 9.90 |